C21H28CrN5O3 | the ωB97M-V functional and the def2-TZVPD basis

```
58
Properties=species:S:1:pos:R:3:nbo_charge:R:1
Cr 0.5133 -0.5610 -1.1543 1.189
C -1.7684 1.9700 2.8482 -0.415
N -1.0994 2.0305 1.5498 -0.335
C -0.6751 3.3707 1.1368 -0.423
C -0.7741 0.9789 0.8413 0.677
O -0.1270 1.0663 -0.2381 -0.640
C -1.1533 -0.4150 1.3142 -0.165
O -0.8889 -1.3554 0.2516 -0.520
C -2.0391 -1.9023 -0.4120 -0.158
C -2.1644 -1.2732 -1.7947 0.669
O -1.1613 -0.6548 -2.2395 -0.641
N -3.2730 -1.4106 -2.4791 -0.336
C -3.4196 -0.7975 -3.8038 -0.423
C -4.4329 -2.1573 -1.9850 -0.423
H -2.5676 2.7085 2.8662 0.235
H -2.1964 0.9921 3.0419 0.211
H -1.0478 2.1986 3.6332 0.237
H -1.5557 4.0021 1.0288 0.230
H -0.0294 3.7868 1.9091 0.226
H -0.1404 3.3185 0.1959 0.250
H -0.5209 -0.6877 2.1608 0.270
H -2.1973 -0.4888 1.6101 0.225
H -1.8793 -2.9780 -0.5091 0.247
H -2.9287 -1.7404 0.1935 0.231
H -2.6020 -0.1097 -3.9844 0.245
H -3.4248 -1.5749 -4.5668 0.230
H -4.3660 -0.2607 -3.8342 0.232
H -4.1389 -2.9443 -1.2956 0.216
H -5.1473 -1.4877 -1.5057 0.229
H -4.9175 -2.6307 -2.8353 0.247
C 2.5061 -1.2427 1.1950 -0.267
N 2.2426 -0.6415 -0.1087 -0.533
C 3.2237 -0.0776 -0.7658 0.195
C 2.9464 0.4767 -2.0234 -0.039
C 3.6759 1.1601 -2.9954 -0.166
C 2.7743 1.4787 -4.0112 -0.288
C 1.5357 0.9535 -3.6447 0.027
N 1.6282 0.3524 -2.4449 -0.504
C 2.0802 -0.3765 2.3620 0.022
C 2.1975 1.0090 2.3183 -0.262
C 1.8834 1.7738 3.4354 -0.197
C 1.4329 1.1640 4.5986 -0.214
C 1.3015 -0.2182 4.6440 -0.197
C 1.6276 -0.9819 3.5320 -0.245
H 3.5760 -1.4555 1.2775 0.227
H 1.9930 -2.2058 1.2546 0.207
H 4.2261 -0.0574 -0.3438 0.223
H 4.7248 1.4060 -2.9525 0.247
H 2.9847 2.0192 -4.9186 0.249
H 0.6020 0.9937 -4.1833 0.219
H 2.5548 1.5006 1.4212 0.222
H 2.0194 2.8477 3.4049 0.228
H 1.2084 1.7596 5.4739 0.237
H 0.9677 -0.7027 5.5520 0.237
H 1.5505 -2.0630 3.5819 0.223
N 1.5598 -3.3314 -2.5568 -0.541
C 1.1317 -2.4102 -2.0237 0.387
H 1.9682 -4.1234 -3.0223 0.489
```

The calculation puts the HOMO energy (alpha / beta) at -13.39 / -13.43 eV. The calculation puts the energy at -2360.5428 Eh. As for the spin multiplicity: 4. The charge is +2. The gap between HOMO and LUMO (alpha / beta) comes out at 7.86 / 7.33 eV. Its largest force on an atom is 0.003 Eh/bohr. The energy above the lowest of the compared OMol25 structures with the same formula, charge and spin comes out at 0.045 eV.